No. 1
H3O4P | wB97M-V/def2-TZVPD

Geometry as XYZ:
```
8
Properties=species:S:1:pos:R:3:forces:R:3
P -0.353 0.919 1.244 1.578 0.603 -2.232
O 1.421 -0.943 1.494 0.027 0.689 -0.263
O -1.053 -0.994 -0.949 -1.742 -0.054 0.640
O 0.314 -0.644 -0.959 1.125 1.702 -2.077
O 0.382 -0.200 2.010 0.416 -1.555 0.345
H 0.876 -0.914 -0.182 -1.357 -0.723 0.863
H -1.305 0.827 2.151 -2.116 0.365 1.941
H -1.596 -0.265 -1.409 2.069 -1.027 0.783
```
Positions in Å, forces in eV/Å.

Output
Energy relative to the best compared isomer or geometry (same formula, charge and spin): 161.85 kcal per mole
F_max: 2.91 eV/Å
HOMO level (alpha / beta): -0.358 / -0.357 hartree
Frontier orbital gap (alpha / beta): 7.71 / 7.68 eV

No. 2
H3O4PSi | wB97M-V/def2-TZVPD

Geometry as XYZ:
```
9
Properties=species:S:1:pos:R:3:forces:R:3
P 0.963 -1.139 3.822 0.158 1.095 1.971
Si -0.291 0.045 0.052 -0.484 0.862 -0.487
O 1.620 -2.405 3.407 0.074 -0.064 -0.599
O -0.303 -1.229 4.635 0.381 0.090 -0.822
O -0.261 -0.583 1.454 0.096 -0.009 1.770
O 1.804 0.115 4.015 -0.783 -1.072 -0.779
H 0.121 -1.035 -0.850 -0.079 -0.259 -1.244
H 0.706 1.192 -0.352 -0.628 -0.297 0.176
H -1.773 0.615 -0.380 1.263 -0.347 0.012
```
Positions in Å, forces in eV/Å.

Output
Charge: -2
Energy relative to the best compared isomer or geometry (same formula, charge and spin): 9.05 kcal per mole
F_max: 2.26 eV/Å
HOMO level: -0.034 hartree
Frontier orbital gap: 7.65 eV

No. 3
H3O4PSi | wB97M-V/def2-TZVPD

Geometry as XYZ:
```
9
Properties=species:S:1:pos:R:3:forces:R:3
P -0.629 0.113 0.145 -2.157 0.647 -0.384
Si 1.207 -0.367 -1.180 0.261 0.577 -0.141
O -1.749 -0.829 -0.142 0.500 -0.695 0.613
O -0.980 1.545 -0.082 0.813 0.355 0.557
O -0.706 0.126 3.011 0.285 -0.078 -0.865
O 1.738 -1.801 -1.291 0.475 -1.098 -0.018
H 0.572 0.191 -2.424 -0.166 0.080 0.073
H 2.153 0.707 -0.766 0.130 0.184 0.159
H -1.607 0.314 2.730 -0.141 0.029 0.006
```
Positions in Å, forces in eV/Å.

Output
Charge: -2
Energy relative to the best compared isomer or geometry (same formula, charge and spin): 49.67 kcal per mole
F_max: 2.28 eV/Å
HOMO level (alpha / beta): -0.012 / -0.012 hartree
Frontier orbital gap (alpha / beta): 7.10 / 7.10 eV

No. 4
H3OPS | wB97M-V/def2-TZVPD

Geometry as XYZ:
```
6
Properties=species:S:1:pos:R:3:forces:R:3
S -1.664 -0.060 -0.040 -0.190 1.220 -0.429
P 0.371 -0.260 -0.046 1.102 -0.801 -0.412
O 0.821 1.142 -0.032 1.188 0.598 -0.661
H -1.202 1.310 -0.027 -1.023 -1.705 -0.031
H 0.658 -0.855 1.153 0.173 -0.786 0.578
H 1.015 -1.277 -1.008 -1.250 1.473 0.956
```
Positions in Å, forces in eV/Å.

Output
Energy relative to the best compared isomer or geometry (same formula, charge and spin): 14.50 kcal per mole
F_max: 2.16 eV/Å
Structure (SMILES): O=[PH2]S
HOMO level: -0.381 hartree
Frontier orbital gap: 10.86 eV

Q: Among the records above, which one has the highest F_max?
A: H3O4P

Q: Which of these has the lowest energy relative to the best compared isomer or geometry (same formula, charge and spin)?
A: number 2

Q: The lowest energy relative to the best compared isomer or geometry (same formula, charge and spin) belongs to which entry?
A: number 2

Q: Which value of energy relative to the best compared isomer or geometry (same formula, charge and spin) does entry 3 give?
A: 49.67 kcal per mole